The following is a DFT calculation (ωB97M-V with the def2-TZVPD basis set) of a cluster of 9 separate species, C44H113N7O15 in total.

Each line ends with the Mulliken charge.
Atoms and positions in Å:
C1 -21.114 2.972 8.753  0.000
O1 -21.529 2.496 7.481  -0.469
C2 -21.084 1.178 7.245  -0.909
C3 -19.597 1.007 6.991  2.689
C4 -19.127 1.833 5.779  -1.583
N1 -19.340 -0.412 6.805  -0.180
H1 -21.483 3.994 8.850  0.285
H2 -20.024 3.025 8.801  -0.313
H3 -21.569 2.375 9.548  0.285
H4 -21.378 0.521 8.078  0.279
H5 -21.631 0.798 6.376  0.215
H6 -19.011 1.327 7.858  -1.390
H7 -19.681 1.558 4.883  0.287
H8 -18.057 1.652 5.664  0.275
H9 -19.222 2.907 5.965  0.402
H10 -18.373 -0.679 6.936  -0.120
H11 -19.649 -0.828 5.930  0.417
C5 -13.160 2.842 9.519  -0.255
O2 -12.870 4.220 9.476  -0.435
C6 -13.395 4.925 10.566  0.286
C7 -12.868 6.350 10.485  -1.171
N2 -11.425 6.350 10.719  -0.329
C8 -10.792 7.608 10.371  -0.703
C9 -9.293 7.493 10.562  -0.549
O3 -8.803 6.463 9.740  -0.265
C10 -7.411 6.546 9.543  -0.776
H12 -14.244 2.683 9.404  -0.167
H13 -12.915 2.421 10.499  0.082
H14 -12.688 2.290 8.711  0.503
H15 -13.094 4.593 11.570  0.160
H16 -14.493 4.979 10.536  0.124
H17 -13.384 6.989 11.203  0.421
H18 -13.085 6.740 9.477  0.439
H19 -11.053 5.617 10.124  0.298
H20 -11.190 8.387 11.027  0.348
H21 -10.995 7.927 9.336  0.342
H22 -9.076 7.313 11.624  0.308
H23 -8.816 8.457 10.332  0.439
H24 -6.831 6.481 10.469  0.301
H25 -7.156 7.476 9.023  0.306
H26 -7.134 5.699 8.916  0.233
C11 -14.656 4.554 2.423  -0.735
O4 -14.712 4.869 3.796  -0.336
C12 -14.513 3.716 4.617  -0.941
C13 -14.647 4.158 6.050  -0.253
N3 -16.039 4.374 6.404  -0.005
C14 -16.209 5.083 7.662  0.321
C15 -17.664 5.430 7.843  -0.237
O5 -17.833 6.086 9.085  -0.291
C16 -19.097 6.672 9.230  -0.756
H27 -15.510 3.930 2.145  0.292
H28 -13.701 4.081 2.162  0.292
H29 -14.686 5.493 1.871  0.249
H30 -13.497 3.364 4.401  0.549
H31 -15.231 2.939 4.334  0.343
H32 -14.117 5.120 6.130  0.387
H33 -14.185 3.423 6.711  -0.017
H34 -16.540 4.810 5.641  0.307
H35 -15.610 6.004 7.698  0.365
H36 -15.865 4.411 8.452  -0.818
H37 -18.346 4.570 7.826  -0.067
H38 -17.968 6.080 7.009  0.687
H39 -19.336 7.413 8.459  0.340
H40 -19.099 7.250 10.158  0.314
H41 -19.865 5.896 9.335  0.178
C17 -14.367 3.265 14.155  -0.899
O6 -15.088 2.314 14.900  0.014
C18 -16.316 2.798 15.378  -0.469
C19 -16.936 1.694 16.236  -0.183
N4 -18.351 1.919 16.420  -0.250
C20 -18.988 0.997 17.356  -0.496
C21 -18.647 1.237 18.813  -0.525
O7 -19.350 0.270 19.577  -0.313
C22 -18.916 0.252 20.901  -0.724
H42 -13.345 2.939 13.963  0.308
H43 -14.277 4.210 14.706  0.452
H44 -14.850 3.468 13.196  0.208
H45 -17.031 3.058 14.585  0.001
H46 -16.194 3.707 15.982  0.287
H47 -16.442 1.630 17.204  0.404
H48 -16.712 0.753 15.699  -0.106
H49 -18.900 1.888 15.562  0.140
H50 -18.784 -0.062 17.121  0.190
H51 -20.062 1.117 17.178  0.391
H52 -18.946 2.240 19.132  0.311
H53 -17.570 1.095 18.958  0.332
H54 -19.025 1.226 21.404  0.289
H55 -17.863 -0.037 21.019  0.282
H56 -19.514 -0.434 21.502  0.266
C23 -15.684 -0.105 7.301  -0.858
O8 -16.416 -1.306 7.091  0.173
C24 -15.712 -2.326 6.423  -0.739
C25 -16.587 -3.583 6.397  -0.782
N5 -17.951 -3.476 5.866  -0.343
C26 -17.928 -3.274 4.412  -0.174
C27 -19.281 -2.951 3.809  -0.965
O9 -19.628 -1.616 4.125  -0.367
C28 -20.803 -1.144 3.509  -0.770
H57 -16.033 0.339 8.232  0.022
H58 -15.805 0.601 6.473  0.116
H59 -14.620 -0.353 7.372  0.534
H60 -14.829 -2.614 7.007  0.485
H61 -15.404 -2.027 5.414  0.459
H62 -16.663 -3.905 7.436  0.164
H63 -16.073 -4.359 5.825  0.487
H64 -18.357 -2.637 6.270  0.032
H65 -17.562 -4.174 3.910  0.411
H66 -17.233 -2.461 4.160  0.198
H67 -20.052 -3.645 4.167  0.425
H68 -19.218 -3.097 2.723  0.475
H69 -21.296 -0.462 4.201  0.195
H70 -21.506 -1.943 3.247  0.401
H71 -20.588 -0.638 2.560  0.254
C29 -19.060 -0.712 10.048  -0.683
O10 -18.769 -0.221 11.342  0.438
C30 -19.622 -0.752 12.334  -1.142
C31 -19.258 -0.079 13.647  -0.550
N6 -19.388 1.380 13.608  1.214
C32 -20.744 1.865 13.350  -0.647
C33 -20.766 3.380 13.460  -0.991
O11 -20.023 3.950 12.405  0.005
C34 -19.840 5.321 12.602  -0.856
H72 -18.988 -1.802 9.996  0.504
H73 -18.271 -0.364 9.375  -0.596
H74 -19.995 -0.315 9.650  0.470
H75 -19.507 -1.843 12.411  0.503
H76 -20.673 -0.630 12.047  0.357
H77 -18.222 -0.325 13.886  -0.295
H78 -19.904 -0.428 14.455  0.616
H79 -18.832 1.776 12.857  -0.757
H80 -21.452 1.471 14.083  0.488
H81 -21.077 1.605 12.335  0.195
H82 -20.301 3.633 14.422  0.409
H83 -21.807 3.721 13.484  0.430
H84 -19.162 5.700 11.839  0.095
H85 -19.360 5.595 13.556  0.352
H86 -20.744 5.943 12.609  0.332
C35 -11.190 -0.015 12.257  -0.449
O12 -12.083 -0.308 13.295  -0.421
C36 -13.384 -0.611 12.834  0.000
C37 -14.262 -0.897 14.036  -0.236
N7 -13.975 -2.245 14.575  -0.418
C38 -14.855 -2.580 15.703  -0.759
C39 -14.483 -1.879 16.989  -0.308
O13 -13.246 -2.395 17.428  -0.383
C40 -12.750 -1.743 18.567  -0.763
H87 -11.509 0.808 11.611  0.003
H88 -10.969 -0.896 11.641  0.316
H89 -10.239 0.254 12.722  0.304
H90 -13.430 -1.487 12.174  0.555
H91 -13.773 0.247 12.270  -0.160
H92 -15.309 -0.840 13.726  -0.352
H93 -14.086 -0.116 14.783  0.622
H94 -13.037 -2.171 14.962  0.403
H95 -14.803 -3.662 15.839  0.423
H96 -15.893 -2.344 15.456  0.229
H97 -15.242 -2.023 17.776  0.570
H98 -14.446 -0.786 16.865  0.139
H99 -13.479 -1.737 19.385  0.304
H100 -12.479 -0.700 18.359  0.288
H101 -11.842 -2.258 18.872  0.257
C41 -15.980 -3.071 10.003  -1.067
C42 -16.010 -2.706 11.467  1.254
O14 -15.069 -3.520 12.169  -0.731
H102 -14.955 -2.986 9.642  0.287
H103 -16.614 -2.409 9.408  -0.068
H104 -16.358 -4.077 9.800  0.427
H105 -16.997 -2.814 11.932  0.187
H106 -15.673 -1.665 11.525  -0.666
H107 -14.835 -3.039 12.985  0.403
C43 -17.371 2.748 10.400  0.454
C44 -16.474 2.056 11.419  1.698
O15 -16.233 0.720 11.026  -0.251
H108 -16.856 2.821 9.440  -0.514
H109 -17.625 3.776 10.672  0.357
H110 -18.299 2.182 10.304  -0.159
H111 -16.918 2.123 12.419  -1.101
H112 -15.505 2.551 11.495  -0.541
H113 -17.085 0.258 11.126  -0.049

Computed properties:
HOMO level = -0.3136 Eh
SMILES = COC[C@H](C)N.COCCNCCOC.COCCNCCOC.COCCNCCOC.COCCNCCOC.COCCNCCOC.COCCNCCOC.CCO.CCO
relative energy (zero: lowest compared OMol25 entry of this formula, charge and spin) = 0.00 kJ/mol
LUMO energy = 0.686 eV